No. 1
95
Properties=species:S:1:pos:R:3:forces:R:3 method="wB97M-V/def2-TZVPD" e_above_lowest_ev=1.336 charge=+1
Ir -1.39874 1.82835 0.20678 0.1 -0.6 0.1
C 5.21245 -4.45247 -0.17987 0.0 -0.1 0.0
S 4.80603 -3.07269 0.90364 0.0 0.1 0.0
C 3.60054 -2.22026 -0.14240 0.0 0.0 0.0
C 3.42083 -0.79384 0.34929 0.0 0.0 0.0
C 2.43612 0.02458 -0.48063 0.0 -0.1 0.0
N 1.04672 -0.51617 -0.57701 -0.2 0.4 -0.3
P -0.08561 -0.11514 0.64543 -0.5 0.3 -0.1
C -1.06828 -1.65581 0.70171 0.3 -0.1 0.1
C -0.35591 -2.85897 0.76345 -0.1 0.1 0.2
C -1.01166 -4.07421 0.84713 0.0 0.0 0.0
C -2.40082 -4.10966 0.86860 0.0 0.0 0.0
C -3.11675 -2.92812 0.78188 0.0 0.0 -0.1
C -2.45652 -1.70913 0.68872 0.0 -0.1 -0.1
C 0.88118 -0.11153 2.18086 0.1 0.1 -0.1
C 1.68597 1.00873 2.40134 0.0 0.1 0.1
C 2.52388 1.07226 3.50151 0.0 0.0 -0.1
C 2.55584 0.02159 4.40705 0.0 -0.1 0.0
C 1.74153 -1.08537 4.21289 0.0 0.0 0.0
C 0.90934 -1.15643 3.10505 -0.1 0.1 0.0
P 0.57378 -0.39594 -2.30712 0.1 -0.1 0.2
C 1.17178 -1.99827 -2.94559 0.0 0.0 0.0
C 1.70775 -1.96724 -4.23154 0.0 0.0 0.0
C 2.16725 -3.12936 -4.83668 0.0 0.0 0.0
C 2.11058 -4.33339 -4.15208 0.0 0.0 0.0
C 1.58779 -4.37535 -2.86493 0.0 0.0 0.0
C 1.11952 -3.21575 -2.26916 0.0 0.0 0.0
C -1.25183 -0.62876 -2.32726 0.0 -0.1 0.1
C -2.03570 0.53005 -2.27230 0.1 0.2 0.1
C -3.42222 0.47501 -2.34506 0.0 0.0 0.0
C -4.04664 -0.75021 -2.51710 -0.1 -0.1 0.0
C -3.28085 -1.90502 -2.61452 0.0 0.0 0.0
C -1.89827 -1.84884 -2.51545 0.1 0.1 0.0
H 5.94699 -5.06385 0.34074 0.0 0.0 0.0
H 5.64838 -4.09920 -1.11340 0.0 0.0 0.0
H 4.33783 -5.06742 -0.38984 0.0 0.0 0.0
H 2.65015 -2.75135 -0.10523 0.0 0.0 -0.1
H 3.94744 -2.24071 -1.17862 0.0 0.0 0.0
H 4.38198 -0.27409 0.29841 0.0 0.0 0.0
H 3.14361 -0.80992 1.40252 0.0 0.0 0.0
H 2.82505 0.04351 -1.50410 0.0 0.0 0.0
H 2.42283 1.06688 -0.14796 0.0 -0.1 0.0
H 0.72611 -2.83170 0.75119 0.0 0.0 0.1
H -0.44077 -4.99227 0.90013 0.0 0.0 0.0
H -2.91946 -5.05705 0.93587 0.0 0.0 0.0
H -4.19885 -2.94988 0.75920 0.0 0.0 0.0
H -3.04085 -0.81306 0.55497 0.0 0.1 0.0
H 1.65899 1.83714 1.70562 -0.1 0.1 0.0
H 3.14590 1.94455 3.65274 0.0 0.0 0.0
H 3.21033 0.06752 5.26743 0.0 0.0 0.0
H 1.75885 -1.90351 4.92048 0.0 0.0 0.0
H 0.28692 -2.02950 2.97307 0.0 0.0 0.0
H 1.77133 -1.02364 -4.76246 0.0 0.0 0.0
H 2.57829 -3.09113 -5.83674 0.0 0.0 0.0
H 2.47628 -5.23863 -4.61867 0.0 0.0 0.0
H 1.54271 -5.31526 -2.32938 0.0 0.0 0.0
H 0.70365 -3.25385 -1.27217 0.0 0.0 -0.1
H -1.55439 1.50237 -2.26473 0.0 -0.2 0.0
H -3.99792 1.39150 -2.30335 0.0 0.0 0.0
H -5.12461 -0.80503 -2.59735 0.0 0.0 0.0
H -3.76631 -2.86018 -2.76836 0.0 0.0 0.0
H -1.32215 -2.75866 -2.60698 0.0 0.0 0.0
F 0.05383 5.89959 4.60307 0.0 0.0 0.0
C -0.22940 4.99528 3.64947 0.0 -0.1 0.0
C -0.25740 5.38619 2.32971 0.0 0.0 0.0
C -0.56155 4.44311 1.35407 0.1 0.0 -0.1
C -0.82093 3.11142 1.67336 0.0 -0.1 0.1
C -0.78722 2.76597 3.02552 0.1 -0.1 -0.1
C -0.49043 3.69040 4.01556 0.0 0.1 0.0
H -0.06845 6.41731 2.06302 0.0 0.0 0.0
H -0.60656 4.80282 0.33640 -0.1 0.0 0.1
H -0.95769 1.74872 3.33994 0.0 -0.1 0.0
H -0.45554 3.40542 5.05884 0.0 0.0 0.0
Se -3.01485 6.03019 -1.57198 0.1 0.1 -0.1
C -2.73267 4.39402 -1.01485 -0.3 -0.2 0.1
N -2.55586 3.28838 -0.65383 0.2 0.4 0.1
C 1.95642 3.77937 -2.24830 -0.1 -0.1 0.0
S 0.24670 3.78937 -1.74414 0.0 0.0 -0.2
C -0.52660 3.58104 -3.34099 0.1 0.1 0.0
O 0.15832 2.40839 -1.05820 0.2 -0.1 0.1
H 2.13366 4.62671 -2.90879 0.0 0.0 0.0
H 2.15834 2.83159 -2.74587 0.0 0.0 0.0
H 2.55340 3.88067 -1.34441 0.0 0.0 0.0
H -0.23731 4.43291 -3.95656 0.0 0.0 0.0
H -1.60382 3.60413 -3.18572 0.0 0.0 -0.1
H -0.19503 2.64131 -3.78031 0.0 0.0 0.0
N -4.04322 0.79446 3.28631 0.0 0.0 0.0
C -4.80163 1.76776 2.68093 0.0 0.0 0.0
C -4.11361 2.13892 1.57440 0.0 -0.1 -0.1
N -2.94869 1.39372 1.49722 0.0 0.0 0.0
C -2.94013 0.60140 2.55318 0.0 0.1 0.0
H -4.26555 0.30152 4.13447 0.0 0.0 0.0
H -5.73932 2.10521 3.08255 0.0 0.0 0.0
H -4.35910 2.87533 0.83348 0.0 0.0 0.0
H -2.17549 -0.10881 2.81278 0.0 0.0 0.0

***

No. 2
101
Properties=species:S:1:pos:R:3:forces:R:3 method="wB97M-V/def2-TZVPD" e_above_lowest_ev=1.819 charge=+2
Pb 7.15792 6.03254 19.96647 0.6 -0.4 -0.5
N 12.01008 6.15377 22.21813 -0.4 0.0 1.9
C 13.07526 5.89192 21.39029 1.2 0.0 -2.0
C 14.17339 5.11639 21.78301 0.0 0.5 -1.2
C 15.14917 4.80102 20.82360 -0.4 1.4 -0.9
C 15.15147 5.39366 19.53365 -1.3 -0.1 1.1
C 14.04330 6.15594 19.15002 0.2 0.1 0.9
C 13.00863 6.40340 20.08678 2.3 -1.8 -0.6
S 11.63888 7.14139 19.41231 -1.4 1.0 -0.5
N 10.45518 6.85007 20.56044 -0.5 -0.7 2.8
C 10.76448 6.47878 21.79099 -1.2 1.2 -3.3
C 9.71504 6.50028 22.84303 -1.0 -0.7 1.8
C 10.09077 6.86064 24.17443 0.1 0.0 -1.2
C 9.17223 6.80476 25.19911 -0.4 -0.5 -0.9
C 7.92794 6.21550 24.91927 -0.2 0.6 1.1
C 7.60241 5.84998 23.63246 1.2 0.5 -1.2
N 8.46078 6.05203 22.59551 0.6 -0.1 0.1
H 12.02770 5.67169 23.09913 0.1 0.0 0.2
H 14.31250 4.88944 22.82612 -0.1 -0.5 0.2
H 15.97255 4.17258 21.03742 0.7 -0.5 0.6
H 15.98419 5.27749 18.86454 0.1 -0.3 -0.1
H 13.98202 6.60672 18.14491 0.0 -0.3 0.6
H 11.10012 7.21086 24.37360 -0.2 0.1 -0.1
H 9.46672 7.18473 26.16521 -0.3 -0.2 0.2
H 7.21084 6.11953 25.73781 0.1 -0.2 -0.4
H 6.67724 5.37425 23.32155 -0.1 0.1 0.4
O 1.99098 4.80410 14.09569 1.3 0.4 0.2
C 3.29542 5.39820 13.75150 -0.9 -0.5 -0.7
C 4.18530 5.35803 14.95684 1.0 -0.2 0.7
C 5.44060 4.71931 15.03332 -0.7 -0.1 -0.3
C 6.06006 4.55596 16.27281 0.9 0.5 -0.2
N 5.70380 5.19533 17.39168 -0.9 -0.6 -0.1
C 4.51654 5.82041 17.32435 0.7 -0.6 -1.0
C 3.77088 5.93343 16.13733 -0.8 0.6 0.7
C 3.93453 6.30658 18.55351 -1.7 1.9 1.4
C 2.51668 6.36681 18.60706 0.7 -1.5 -1.1
C 1.83775 7.00995 19.60502 1.1 0.5 1.7
C 0.35538 6.89313 19.81722 0.2 0.1 -0.7
O 0.12349 5.56921 20.30582 -0.4 0.3 -0.4
C 2.65944 7.66333 20.55591 -0.8 0.1 -0.4
C 4.03349 7.52887 20.47283 -0.1 0.9 1.6
N 4.67634 6.85568 19.54917 0.1 -1.1 -1.8
H 1.46252 4.68985 13.29580 0.3 0.1 0.0
H 3.11817 6.43796 13.42574 0.3 -0.4 0.0
H 3.76507 4.80845 12.94220 -0.2 0.4 0.2
H 5.91921 4.35849 14.12383 -0.2 -0.4 0.3
H 6.91670 3.88362 16.36956 0.0 0.4 -0.2
H 2.83251 6.51476 16.15588 0.6 -0.5 -0.1
H 2.00908 5.74031 17.84903 0.0 0.7 0.6
H -0.12609 7.10715 18.84619 -0.2 -0.3 0.4
H 0.05089 7.66077 20.52602 -0.2 -0.1 0.2
H -0.77949 5.28972 20.08460 0.3 0.3 0.2
H 2.23340 8.28043 21.35896 0.1 -0.5 -0.4
H 4.65868 8.01732 21.24084 -0.3 -0.4 -0.4
N 9.92838 6.28972 15.80587 -0.9 -1.2 -0.2
C 9.34227 7.49209 15.47997 0.0 0.2 1.9
C 8.64351 7.87504 16.61479 0.3 -0.3 0.2
N 8.68444 6.86898 17.58442 0.6 -1.1 -2.0
C 9.40400 5.87591 16.98997 -0.5 2.1 1.3
C 9.62876 4.60735 17.62688 0.1 -1.4 0.5
N 9.09152 4.21886 18.79531 0.6 0.1 -1.4
C 9.54425 2.94022 18.98691 1.1 -0.4 -1.4
C 10.37986 2.53376 17.92989 -1.0 0.3 1.1
N 10.38191 3.59250 17.06371 -0.2 1.3 0.2
H 10.41637 5.67347 15.15446 -0.3 0.6 0.3
H 9.60123 7.97824 14.57958 0.0 0.5 -0.6
H 8.19179 8.84070 16.86222 0.1 -0.6 -0.4
H 9.27526 2.36589 19.84522 -0.1 -0.2 0.3
H 10.92470 1.61064 17.73037 -0.3 0.4 0.2
H 10.94077 3.71838 16.21577 -0.3 -0.4 0.7
C 5.02469 12.17409 22.00198 -0.1 0.4 0.5
N 5.94863 11.06419 21.82847 0.5 -0.7 0.2
C 6.13475 10.38995 20.67662 -0.4 -0.2 0.3
N 5.40615 10.80290 19.58512 1.0 0.2 -0.6
S 7.17824 9.01830 20.57958 -0.1 0.9 0.3
H 4.73519 12.31385 23.06506 0.3 -0.4 -0.7
H 4.12934 11.96531 21.43220 -0.3 0.1 -0.1
H 5.44897 13.13136 21.67879 0.0 -0.2 -0.1
H 6.43138 10.71617 22.66551 -0.2 0.2 -0.9
H 5.29693 11.82094 19.43706 -0.1 -0.9 0.3
H 5.70254 10.31325 18.72265 -0.4 0.5 0.9
C 1.49918 2.02317 16.83501 0.1 0.1 -0.8
C 2.19182 2.13138 18.15184 -0.6 0.0 -0.1
C 3.39698 1.48440 18.39491 0.5 0.0 1.0
C 4.10576 1.73873 19.57656 -0.2 1.1 -0.1
C 3.54056 2.63547 20.51488 0.2 -0.5 -0.6
C 2.25407 3.12364 20.34314 0.2 1.0 -0.3
C 1.58584 2.89650 19.14546 -0.1 -0.1 0.0
S 4.45992 3.42679 21.82340 0.7 -1.0 -0.1
C 4.80444 1.95432 22.87317 -1.0 0.4 0.3
O 5.82115 3.77992 21.22198 -0.3 0.4 0.2
H 1.78948 1.13860 16.27476 0.0 -0.2 0.1
H 1.70318 2.86002 16.14891 0.2 0.0 0.4
H 0.42737 2.02525 16.96145 -0.4 -0.2 0.1
H 3.79253 0.76822 17.68626 0.1 0.2 -0.2
H 5.14800 1.43939 19.66528 -0.3 -0.3 0.2
H 1.88964 3.88133 21.03794 -0.2 -0.4 -0.1
H 0.59995 3.34256 18.93903 0.6 -0.2 0.3
H 5.67146 1.47278 22.45816 0.3 -0.3 -0.1
H 3.92596 1.29250 22.90774 0.3 0.2 -0.4
H 4.94973 2.25866 23.91186 0.4 0.2 -0.2

***

In the order shown, the computed HOMO-LUMO gap values come out to 7.65, 6.22 eV.
In the order shown, the computed LUMO values come out to -2.608, -4.576 eV.
In the order shown, the computed total energy values come out to -5928.87059, -3765.07769 hartree.